{
  "formula": "C29H26CuN3O3PS2",
  "method": "ωB97M-V/def2-TZVPD",
  "lumo_energy_ev": [0.398, -1.088],
  "de_lowest_kj_mol": 6.6,
  "homo_lumo_gap_ev": [8.34, 6.86],
  "multiplicity": 2,
  "homo_energy_ev": [-7.94, -7.95],
  "charge": 0,
  "species": ["Cu", "C", "C", "C", "C", "C", "C", "P", "C", "C", "C", "C", "C", "C", "C", "C", "C", "C", "C", "C", "H", "H", "H", "H", "H", "H", "H", "H", "H", "H", "H", "H", "H", "H", "C", "N", "C", "C", "N", "C", "S", "H", "H", "H", "H", "H", "H", "H", "H", "O", "C", "N", "S", "O", "O", "C", "C", "C", "C", "C", "C", "H", "H", "H", "H"],
  "xyz": [[0.1320, -0.5173, 0.0868], [-0.9474, -0.2028, -5.0979], [0.1046, 0.6921, -4.9528], [0.2605, 1.3843, -3.7655], [-0.6415, 1.2079, -2.7141], [-1.6997, 0.3201, -2.8714], [-1.8473, -0.3844, -4.0593], [-0.2663, 2.1628, -1.1895], [-0.8044, 3.8368, -1.7231], [-0.2586, 4.9232, -1.0413], [-0.6444, 6.2183, -1.3545], [-1.5756, 6.4383, -2.3586], [-2.1088, 5.3620, -3.0543], [-1.7267, 4.0663, -2.7410], [-1.6691, 1.6714, -0.1061], [-2.8167, 2.4274, 0.1229], [-3.8108, 1.9403, 0.9607], [-3.6663, 0.7066, 1.5743], [-2.5108, -0.0421, 1.3691], [-1.5072, 0.4452, 0.5463], [-1.0644, -0.7567, -6.0214], [0.8164, 0.8307, -5.7569], [1.0950, 2.0646, -3.6383], [-2.4092, 0.1582, -2.0706], [-2.6641, -1.0872, -4.1592], [0.4684, 4.7431, -0.2575], [-0.2166, 7.0564, -0.8186], [-1.8829, 7.4474, -2.6018], [-2.8297, 5.5339, -3.8440], [-2.1487, 3.2280, -3.2814], [-2.9361, 3.3864, -0.3659], [-4.7090, 2.5225, 1.1252], [-4.4519, 0.3175, 2.2114], [-2.4131, -1.0136, 1.8443], [1.6537, -2.9962, 2.6425], [0.7749, -2.0328, 3.2721], [-0.3310, -2.4672, 4.1232], [-1.0132, -1.1432, 4.5138], [-0.3113, -0.1807, 3.6741], [0.6421, -0.7530, 2.9301], [1.5642, 0.0892, 1.7759], [2.0311, -3.6777, 3.4055], [2.4888, -2.4642, 2.1938], [1.1277, -3.5612, 1.8742], [0.0453, -3.0155, 4.9867], [-0.9880, -3.1291, 3.5522], [-0.8691, -0.9031, 5.5683], [-2.0817, -1.1480, 4.3006], [-0.6408, 0.7479, 3.4776], [2.0541, -1.0010, -2.4002], [1.2193, -1.8647, -2.2185], [0.2842, -1.8481, -1.2243], [-0.7136, -3.1505, -1.2439], [-2.0515, -2.7925, -1.6214], [-0.5920, -3.8768, -0.0004], [0.1225, -3.9725, -2.5831], [-0.1107, -5.1958, -3.1744], [0.7015, -5.5606, -4.2414], [1.7158, -4.7168, -4.6849], [1.9409, -3.4912, -4.0737], [1.1234, -3.1250, -3.0197], [-0.8980, -5.8466, -2.8174], [0.5386, -6.5118, -4.7303], [2.3373, -5.0211, -5.5171], [2.7246, -2.8203, -4.3997]],
  "lowdin_spin": [0.489, 0.000, 0.000, 0.000, 0.000, 0.001, 0.000, 0.005, 0.000, 0.000, 0.000, 0.000, 0.000, 0.000, 0.032, 0.012, -0.009, 0.012, 0.034, 0.239, 0.000, 0.000, 0.000, 0.000, 0.000, 0.000, 0.000, 0.000, 0.000, 0.000, 0.002, 0.000, 0.002, 0.005, 0.001, 0.005, 0.001, 0.000, 0.000, 0.015, 0.093, 0.000, 0.001, 0.000, 0.000, 0.000, 0.000, 0.000, 0.000, 0.006, 0.007, 0.040, 0.001, 0.001, 0.000, 0.001, 0.000, 0.001, 0.000, 0.001, 0.001, 0.000, 0.000, 0.000, 0.000]
}


{
  "formula": "C29H26N3O5S5Ti",
  "method": "ωB97M-V/def2-TZVPD",
  "lumo_energy_ev": [2.248, 2.233],
  "de_lowest_kj_mol": 0.0,
  "homo_lumo_gap_ev": [5.25, 5.29],
  "homo_energy_ev": [-3.00, -3.06],
  "charge": -1,
  "species": ["Ti", "O", "C", "O", "C", "C", "C", "C", "C", "O", "C", "C", "O", "O", "H", "H", "H", "H", "H", "H", "H", "H", "C", "C", "C", "C", "C", "C", "N", "C", "C", "C", "C", "C", "N", "C", "C", "C", "C", "C", "C", "N", "H", "H", "H", "H", "H", "H", "H", "H", "H", "H", "H", "H", "H", "H", "H", "C", "S", "C", "C", "S", "S", "C", "S", "S", "H", "H", "H"],
  "xyz": [[0.3468, 0.2020, -0.2578], [-0.5602, -1.7080, 3.1103], [-1.0288, -1.1481, 2.1355], [-0.4553, -0.1376, 1.5406], [-2.3698, -1.6073, 1.5768], [-3.2704, -0.4849, 1.0319], [-4.7112, -1.0081, 0.9300], [-4.6014, -1.9327, -0.3103], [-3.1225, -1.7476, -0.6854], [-2.8882, -0.3810, -0.3402], [-2.2415, -2.5247, 0.3117], [-0.8159, -2.7113, -0.2042], [-0.3006, -3.8163, -0.1800], [-0.2668, -1.6494, -0.7000], [-2.8594, -2.1523, 2.3824], [-3.1521, 0.4804, 1.5177], [-5.0288, -1.5308, 1.8325], [-5.4006, -0.1841, 0.7480], [-4.8453, -2.9734, -0.0957], [-5.2459, -1.5879, -1.1185], [-2.8731, -1.9061, -1.7317], [-2.6357, -3.5188, 0.5134], [2.5821, -1.2839, 1.8314], [3.0267, -1.4367, 0.4119], [4.1289, -2.2175, 0.0920], [4.4523, -2.4159, -1.2378], [3.6671, -1.8476, -2.2216], [2.5928, -1.0532, -1.8443], [2.3075, -0.8367, -0.5458], [1.6567, -0.4352, -2.7918], [1.7078, -0.6304, -4.1421], [0.7545, -0.0119, -4.9806], [-0.1924, 0.7958, -4.4059], [-0.2149, 0.9825, -3.0187], [0.6837, 0.3356, -2.1978], [-1.1306, 1.8014, -2.3094], [-2.0940, 2.6253, -2.9244], [-2.8871, 3.4205, -2.1545], [-2.6895, 3.4300, -0.7636], [-1.7315, 2.6281, -0.1944], [-1.4664, 2.7457, 1.2764], [-0.9748, 1.7728, -0.9455], [3.4271, -1.3802, 2.5139], [1.8500, -2.0594, 2.0715], [2.0932, -0.3269, 1.9995], [4.7184, -2.6535, 0.8862], [5.3086, -3.0216, -1.5063], [3.8851, -2.0182, -3.2647], [2.4746, -1.2599, -4.5690], [0.7775, -0.1715, -6.0495], [-0.9332, 1.2923, -5.0168], [-2.1909, 2.6209, -4.0003], [-3.6391, 4.0553, -2.6064], [-3.2714, 4.0821, -0.1271], [-0.5380, 3.2979, 1.4389], [-1.3280, 1.7772, 1.7492], [-2.2866, 3.2776, 1.7585], [0.8735, 1.2468, 4.3461], [1.6433, 2.7831, 3.7663], [2.9892, 2.1457, 2.8422], [3.0324, 1.9727, 1.5012], [1.8143, 2.2628, 0.2974], [4.5750, 1.3844, 0.9075], [5.3997, 1.1967, 2.4096], [6.9235, 0.5744, 2.5543], [4.4340, 1.7134, 3.7347], [0.0066, 1.5410, 4.9376], [1.5611, 0.6876, 4.9783], [0.5477, 0.6385, 3.5068]],
  "lowdin_charge": [0.931, 0.073, -0.560, -0.191, -0.087, -0.253, -0.098, -0.098, -0.249, -0.063, -0.089, -0.572, 0.062, -0.115, 0.148, 0.149, 0.110, 0.108, 0.110, 0.107, 0.163, 0.148, -0.011, -0.314, -0.022, -0.046, -0.004, -0.182, 0.065, -0.199, -0.019, -0.086, -0.026, -0.209, -0.019, -0.205, -0.029, -0.080, -0.049, -0.310, -0.059, 0.029, 0.093, 0.099, 0.042, 0.117, 0.108, 0.101, 0.099, 0.091, 0.100, 0.097, 0.098, 0.101, 0.042, 0.048, 0.080, -0.371, 0.804, -1.013, -1.108, 0.600, 0.905, -1.521, 0.463, 0.889, 0.035, 0.038, 0.004]
}